1.
C40H28N3OP2ReS | wB97M-V/def2-TZVPD

Structure (ORCA input):
```
! RIJCOSX wB97M-V def2-TZVPD def2/J DEFGRID3
* xyz 3 4
Re 0.041 -0.249 -0.738
O 0.726 2.299 -2.624
S 0.249 2.061 -1.296
C 1.284 2.801 -0.075
C 1.234 4.193 0.051
C 1.992 4.759 1.045
C 2.932 4.050 1.767
C 2.961 2.643 1.628
C 2.079 2.003 0.744
P 1.938 0.284 0.504
C 2.533 -0.510 1.952
C 3.913 -0.676 2.091
C 4.441 -1.331 3.218
C 3.509 -1.782 4.159
C 2.150 -1.481 4.116
C 1.645 -0.746 3.019
C 2.489 -0.315 -1.121
C 2.740 -1.689 -1.329
C 3.216 -2.141 -2.540
C 3.550 -1.225 -3.496
C 3.579 0.190 -3.255
C 3.051 0.624 -2.046
C -1.261 2.844 -1.252
C -1.390 4.102 -1.866
C -2.644 4.716 -1.739
C -3.688 4.161 -1.103
C -3.584 2.903 -0.525
C -2.403 2.224 -0.685
P -2.128 0.571 -0.044
C -3.190 0.072 1.344
C -4.433 -0.443 1.207
C -5.085 -0.948 2.277
C -4.536 -0.964 3.552
C -3.206 -0.477 3.735
C -2.532 0.018 2.625
C -2.300 -0.686 -1.481
C -2.910 -1.942 -1.403
C -2.696 -2.789 -2.447
C -1.772 -2.550 -3.473
C -1.230 -1.317 -3.555
C -1.590 -0.346 -2.631
H 0.563 4.806 -0.544
H 1.913 5.821 1.277
H 3.476 4.521 2.528
H 3.612 2.039 2.213
H 4.598 -0.352 1.261
H 5.480 -1.402 3.345
H 3.908 -2.378 4.986
H 1.508 -1.861 4.962
H 0.537 -0.623 2.931
H 2.597 -2.420 -0.545
H 3.449 -3.189 -2.712
H 4.007 -1.541 -4.431
H 3.979 0.825 -4.072
H 2.835 1.741 -1.886
H -0.583 4.598 -2.434
H -2.718 5.721 -2.207
H -4.640 4.740 -1.072
H -4.408 2.441 0.089
H -4.880 -0.521 0.184
H -6.014 -1.455 2.049
H -5.023 -1.514 4.359
H -2.667 -0.442 4.707
H -1.559 0.445 2.625
H -3.479 -2.196 -0.530
H -3.240 -3.710 -2.484
H -1.511 -3.265 -4.220
H -0.453 -1.140 -4.292
H -1.562 0.727 -2.857
N -0.022 -2.340 -0.436
C -0.014 -3.448 -0.224
C 0.006 -4.828 -0.240
C -0.660 -5.511 0.796
N -1.282 -5.931 1.673
C 0.954 -5.361 -1.145
N 1.618 -5.907 -1.963
*
```

HOMO (alpha / beta), eV: -17.0 / -17.1
Strongest force on any atom, Eh/bohr: 0.067
Molar mass, u: 846.91
Orbital gap (alpha / beta), eV: 7.43 / 5.59
Expectation value of S²: 3.8043

Atomic partial charges in e from the Mulliken method, atoms 1 to 4: number 1, Re, carries 0.663; number 2, O, carries -0.747; number 3, S, carries 1.239; number 4, C, carries 0.414

***

2.
C3H7N5 | wB97M-V/def2-TZVPD

Structure (ORCA input):
```
! RIJCOSX wB97M-V def2-TZVPD def2/J DEFGRID3
* xyz 0 1
C 1.936 0.070 0.071
C -0.431 -0.707 0.232
C -2.534 0.387 -0.134
H 4.158 -0.421 -0.183
H 2.700 -1.624 -0.401
H 2.302 2.079 -0.186
H -1.104 -1.578 0.930
H -0.600 1.268 -0.010
H -3.183 1.443 0.250
H -4.261 -0.337 -0.190
N 3.105 -0.675 -0.546
N 1.505 1.306 0.228
N 0.848 -0.884 0.467
N -1.182 0.374 -0.302
N -3.259 -0.699 -0.227
*
```

HOMO, eV: -9.5
Strongest force on any atom, Eh/bohr: 0.107
Molar mass, u: 113.12
Orbital gap, eV: 10.04
SMILES string: [H]/N=C/N/C=N\C(N)=N\[H]

Atomic partial charges in e from the natural (NBO) method, atoms 1 to 4: number 1, C, carries 0.567; number 2, C, carries 0.340; number 3, C, carries 0.283; number 4, H, carries 0.416

***

molar mass of number 1 (C40H28N3OP2ReS)? 846.91 u

***

Please write out number 1 again, unchanged.
C40H28N3OP2ReS | wB97M-V/def2-TZVPD

Structure (ORCA input):
```
! RIJCOSX wB97M-V def2-TZVPD def2/J DEFGRID3
* xyz 3 4
Re 0.041 -0.249 -0.738
O 0.726 2.299 -2.624
S 0.249 2.061 -1.296
C 1.284 2.801 -0.075
C 1.234 4.193 0.051
C 1.992 4.759 1.045
C 2.932 4.050 1.767
C 2.961 2.643 1.628
C 2.079 2.003 0.744
P 1.938 0.284 0.504
C 2.533 -0.510 1.952
C 3.913 -0.676 2.091
C 4.441 -1.331 3.218
C 3.509 -1.782 4.159
C 2.150 -1.481 4.116
C 1.645 -0.746 3.019
C 2.489 -0.315 -1.121
C 2.740 -1.689 -1.329
C 3.216 -2.141 -2.540
C 3.550 -1.225 -3.496
C 3.579 0.190 -3.255
C 3.051 0.624 -2.046
C -1.261 2.844 -1.252
C -1.390 4.102 -1.866
C -2.644 4.716 -1.739
C -3.688 4.161 -1.103
C -3.584 2.903 -0.525
C -2.403 2.224 -0.685
P -2.128 0.571 -0.044
C -3.190 0.072 1.344
C -4.433 -0.443 1.207
C -5.085 -0.948 2.277
C -4.536 -0.964 3.552
C -3.206 -0.477 3.735
C -2.532 0.018 2.625
C -2.300 -0.686 -1.481
C -2.910 -1.942 -1.403
C -2.696 -2.789 -2.447
C -1.772 -2.550 -3.473
C -1.230 -1.317 -3.555
C -1.590 -0.346 -2.631
H 0.563 4.806 -0.544
H 1.913 5.821 1.277
H 3.476 4.521 2.528
H 3.612 2.039 2.213
H 4.598 -0.352 1.261
H 5.480 -1.402 3.345
H 3.908 -2.378 4.986
H 1.508 -1.861 4.962
H 0.537 -0.623 2.931
H 2.597 -2.420 -0.545
H 3.449 -3.189 -2.712
H 4.007 -1.541 -4.431
H 3.979 0.825 -4.072
H 2.835 1.741 -1.886
H -0.583 4.598 -2.434
H -2.718 5.721 -2.207
H -4.640 4.740 -1.072
H -4.408 2.441 0.089
H -4.880 -0.521 0.184
H -6.014 -1.455 2.049
H -5.023 -1.514 4.359
H -2.667 -0.442 4.707
H -1.559 0.445 2.625
H -3.479 -2.196 -0.530
H -3.240 -3.710 -2.484
H -1.511 -3.265 -4.220
H -0.453 -1.140 -4.292
H -1.562 0.727 -2.857
N -0.022 -2.340 -0.436
C -0.014 -3.448 -0.224
C 0.006 -4.828 -0.240
C -0.660 -5.511 0.796
N -1.282 -5.931 1.673
C 0.954 -5.361 -1.145
N 1.618 -5.907 -1.963
*
```

HOMO (alpha / beta), eV: -17.0 / -17.1
Strongest force on any atom, Eh/bohr: 0.067
Molar mass, u: 846.91
Orbital gap (alpha / beta), eV: 7.43 / 5.59
Expectation value of S²: 3.8043

Atomic partial charges in e from the Mulliken method, atoms 1 to 4: number 1, Re, carries 0.663; number 2, O, carries -0.747; number 3, S, carries 1.239; number 4, C, carries 0.414

***

strongest force on any atom of number 1 (C40H28N3OP2ReS)? 0.067 Eh/bohr